Computed, not measured: a molecular structure, C96H216CuN4O12P6, with ωB97M-V with the def2-TZVPD basis set.

The HOMO energy (spin up / spin down) comes out at -14.512 / -14.427 eV. Its expectation value of S² is 0.7519. Its total charge is +4. The max |F| is 5.97 eV/A. As for the orbital gap (spin up / spin down): 8.78 / 6.88 eV. The spin multiplicity is 2. The value obtained for the calculated total energy is -233912.1718 eV.

Atoms and positions in Å:
Cu1 -3.58513 1.26252 1.52922
C1 -0.91555 -1.97172 0.13955
C2 -0.82789 -3.46598 -0.35129
C3 -1.87419 -4.34882 0.23571
C4 -3.33150 -4.06361 -0.35517
P1 -4.55923 -5.17435 0.16831
C5 -3.90325 -6.78713 0.69848
C6 -4.85120 -7.77684 1.44795
C7 -4.29845 -9.17929 1.34964
C8 -4.62289 -10.13522 2.53421
C9 -5.24506 -4.60910 1.79111
C10 -4.28829 -4.46940 3.04086
C11 -4.95029 -3.43906 4.08516
C12 -4.14894 -3.31488 5.35564
C13 -6.00593 -5.49167 -0.96407
C14 -7.18972 -4.51868 -1.05199
C15 -8.39510 -5.01835 -1.80641
C16 -9.56204 -3.87044 -1.80321
H1 -1.48384 -1.28906 -0.49222
H2 0.02767 -1.45265 -0.03072
H3 -0.95677 -2.03001 1.22721
H4 0.16771 -3.82376 -0.08888
H5 -0.97466 -3.34191 -1.42422
H6 -1.83951 -4.38110 1.32468
H7 -1.60783 -5.36501 -0.05498
H8 -3.35301 -4.39328 -1.39390
H9 -3.60247 -3.00837 -0.38917
H10 -3.07830 -6.64612 1.39682
H11 -3.51831 -7.33621 -0.16084
H12 -5.87333 -7.76198 1.06963
H13 -4.87854 -7.48654 2.49823
H14 -3.22907 -9.33187 1.20382
H15 -4.69594 -9.61471 0.43285
H16 -4.32259 -11.16115 2.32117
H17 -5.68523 -10.13915 2.77816
H18 -4.00304 -9.85072 3.38448
H19 -6.10981 -5.23737 2.00461
H20 -5.70061 -3.62615 1.67115
H21 -3.33354 -3.99955 2.80468
H22 -3.95150 -5.39436 3.50897
H23 -5.93910 -3.73113 4.43878
H24 -5.17929 -2.41901 3.77670
H25 -4.41926 -2.43596 5.94090
H26 -3.13758 -3.13597 4.99063
H27 -4.10405 -4.17718 6.02085
H28 -6.45801 -6.41243 -0.59538
H29 -5.70301 -5.62297 -2.00287
H30 -6.78592 -3.62401 -1.52593
H31 -7.47900 -4.16262 -0.06323
H32 -8.89425 -5.87059 -1.34530
H33 -8.15200 -5.32790 -2.82287
H34 -9.28519 -3.19571 -2.61326
H35 -9.67841 -3.33623 -0.86025
H36 -10.54938 -4.25776 -2.05470
C17 -1.06713 12.24854 -4.99160
C18 -1.82519 12.12126 -3.60786
C19 -1.94501 10.68821 -3.21624
C20 -1.95226 10.50772 -1.58295
P2 -2.32817 8.91327 -0.88806
C21 -2.89048 8.96832 0.83459
C22 -3.81069 7.87687 1.35603
C23 -3.06293 6.61329 1.85845
C24 -3.76582 6.03507 3.14863
C25 -0.76815 8.04677 -1.30196
C26 -0.67120 6.48786 -0.98253
C27 0.28084 6.04625 0.08119
C28 0.22704 4.50442 0.26486
C29 -3.82512 8.32370 -1.84740
C30 -4.99670 9.39173 -1.69611
C31 -6.02484 9.46664 -2.81780
C32 -6.68583 10.92273 -2.79886
H37 -1.53657 11.62657 -5.75376
H38 -0.06115 11.82898 -4.98220
H39 -1.00301 13.23274 -5.45565
H40 -2.68796 12.77839 -3.49869
H41 -1.13327 12.54919 -2.88245
H42 -1.17135 10.03373 -3.61774
H43 -2.82348 10.22976 -3.67035
H44 -2.61982 11.27460 -1.19007
H45 -0.97858 10.73512 -1.14899
H46 -3.43606 9.90394 0.95735
H47 -1.99044 9.16274 1.41789
H48 -4.66613 7.57695 0.75075
H49 -4.18970 8.28437 2.29326
H50 -2.00049 6.82928 1.97104
H51 -3.01567 5.87193 1.06080
H52 -4.81004 5.75209 3.01585
H53 -3.72858 6.74117 3.97817
H54 -3.32051 5.12557 3.55189
H55 -0.02497 8.50756 -0.65122
H56 -0.47835 8.14366 -2.34825
H57 -0.49238 5.96891 -1.92424
H58 -1.62544 6.08288 -0.64560
H59 0.30282 6.56395 1.04015
H60 1.29071 6.25675 -0.27090
H61 0.44942 3.97514 -0.66171
H62 -0.80630 4.20498 0.43989
H63 0.82296 4.15590 1.10838
H64 -4.08965 7.34065 -1.45788
H65 -3.53818 8.28633 -2.89829
H66 -4.53295 10.37654 -1.75266
H67 -5.47141 9.33659 -0.71646
H68 -6.74920 8.65836 -2.71739
H69 -5.59688 9.25226 -3.79709
H70 -7.27246 11.00924 -3.71345
H71 -5.93419 11.69923 -2.94095
H72 -7.26339 11.03527 -1.88132
C33 0.54705 5.93498 4.39719
C34 0.76901 5.24165 5.79976
C35 0.49917 3.68993 5.88589
C36 0.79544 3.05672 7.24685
P3 0.31054 1.30699 7.39442
C37 1.37803 0.48249 6.25790
C38 0.74655 -0.86902 5.78006
C39 1.54733 -1.63377 4.70935
C40 0.67229 -2.75921 4.18262
C41 0.51779 0.64915 9.07856
C42 -0.79970 0.60546 9.87506
C43 -0.60955 -0.09624 11.22264
C44 -1.97658 -0.12498 11.93082
C45 -1.45433 1.05553 6.79679
C46 -2.41950 2.06310 7.42609
C47 -3.82154 2.04839 7.00488
C48 -4.68110 0.86534 7.40090
H73 -0.49532 5.91464 4.07914
H74 1.15635 5.42793 3.64902
H75 0.95474 6.94552 4.37037
H76 0.28654 5.80112 6.60121
H77 1.85219 5.33291 5.88034
H78 1.11892 3.19137 5.14060
H79 -0.51342 3.44836 5.56276
H80 0.40079 3.70433 8.02976
H81 1.84244 3.01956 7.54769
H82 2.31224 0.17154 6.72551
H83 1.54967 1.07502 5.35926
H84 -0.13601 -0.62447 5.18898
H85 0.30650 -1.49563 6.55583
H86 2.51930 -1.96086 5.07865
H87 1.76933 -1.08631 3.79332
H88 0.19582 -3.50482 4.81912
H89 1.10450 -3.23132 3.30034
H90 -0.17493 -2.28355 3.68858
H91 1.31184 1.08899 9.68197
H92 0.76072 -0.39510 8.88202
H93 -1.62744 0.12443 9.35395
H94 -1.09685 1.63189 10.09009
H95 0.11857 0.34454 11.90356
H96 -0.23368 -1.11601 11.13962
H97 -1.87881 -0.24535 13.00973
H98 -2.62218 -0.93766 11.59788
H99 -2.48606 0.83302 12.03459
H100 -1.64104 0.03091 7.11835
H101 -1.49020 1.01036 5.70831
H102 -2.24146 3.00972 6.91587
H103 -2.46172 2.23603 8.50146
H104 -3.86466 2.01017 5.91640
H105 -4.33756 2.87819 7.48784
H106 -5.72368 1.09452 7.18043
H107 -4.67703 0.59762 8.45750
H108 -4.28499 -0.07469 7.01679
C49 9.69268 3.91534 2.06361
C50 8.52154 2.88616 2.42705
C51 7.22734 2.84072 1.52126
C52 7.48411 1.85278 0.34488
P4 6.47351 2.19807 -1.17287
C53 5.01984 1.04591 -1.11010
C54 4.07378 1.51666 -0.02476
C55 2.86576 0.55043 0.07805
C56 1.83345 1.00463 1.03298
C57 5.87369 3.89151 -1.27143
C58 6.99443 4.95021 -1.46915
C59 6.37629 6.31570 -1.95199
C60 5.52039 7.01755 -0.88089
C61 7.43432 1.70777 -2.68180
C62 8.81796 2.45984 -2.90148
C63 9.78345 1.50460 -3.63339
C64 11.08274 2.19957 -3.78300
H109 9.92816 3.92556 0.99940
H110 10.56360 3.84955 2.71574
H111 9.35179 4.92788 2.27961
H112 7.97449 3.08443 3.34874
H113 9.00683 1.95232 2.71085
H114 6.92945 3.82034 1.14749
H115 6.30499 2.56305 2.03143
H116 7.46301 0.79164 0.59314
H117 8.48208 1.68133 -0.05856
H118 5.35598 0.01212 -1.03013
H119 4.50463 1.19304 -2.05932
H120 3.75190 2.47962 -0.42125
H121 4.56034 1.63935 0.94287
H122 3.21831 -0.41260 0.44736
H123 2.46725 0.41416 -0.92730
H124 2.21547 1.31400 2.00583
H125 0.98767 0.32004 1.09688
H126 1.45712 1.97548 0.71061
H127 5.22120 4.20248 -0.45556
H128 5.17752 3.82312 -2.10736
H129 7.80648 4.59215 -2.10197
H130 7.41169 5.11432 -0.47564
H131 5.79205 6.01302 -2.82099
H132 7.10808 7.09418 -2.16778
H133 4.99047 6.20782 -0.37928
H134 4.70942 7.59233 -1.32818
H135 6.09183 7.55322 -0.12284
H136 6.75212 1.74530 -3.53110
H137 7.63970 0.64818 -2.52951
H138 9.33958 2.77162 -1.99660
H139 8.55623 3.34989 -3.47368
H140 9.39274 1.17132 -4.59483
H141 9.86817 0.60057 -3.03036
H142 11.54611 2.48305 -2.83800
H143 10.89518 3.08825 -4.38564
H144 11.72364 1.49081 -4.30740
C65 -3.57767 0.17136 -3.16398
C66 -4.16403 -1.23871 -3.39691
C67 -3.51780 -1.93253 -4.62811
C68 -3.90400 -3.43135 -4.79395
P5 -4.47628 -4.04034 -6.32890
C69 -3.17318 -4.45604 -7.56462
C70 -2.43738 -5.77724 -7.00949
C71 -1.38338 -6.28839 -8.01333
C72 -1.36332 -7.86706 -8.08623
C73 -5.46041 -2.66499 -7.04847
C74 -6.62727 -2.33140 -6.10255
C75 -7.62608 -1.49404 -6.80557
C76 -8.51087 -2.06440 -7.87662
C77 -5.55698 -5.48557 -6.03887
C78 -6.39680 -5.81746 -7.21268
C79 -7.11064 -7.13349 -6.97527
C80 -6.20822 -8.35978 -7.41846
H145 -2.52751 0.10842 -2.87885
H146 -3.95814 0.54938 -2.21507
H147 -3.74106 0.83120 -4.01605
H148 -5.24740 -1.13424 -3.33776
H149 -3.98704 -1.97352 -2.61153
H150 -2.44517 -1.95365 -4.43542
H151 -3.65664 -1.38909 -5.56272
H152 -4.75998 -3.67534 -4.16477
H153 -3.04233 -4.08214 -4.64523
H154 -2.35737 -3.73720 -7.64086
H155 -3.65476 -4.76112 -8.49366
H156 -3.16475 -6.58879 -7.02987
H157 -2.00462 -5.74991 -6.00946
H158 -0.42882 -5.79878 -7.82048
H159 -1.59824 -5.95239 -9.02774
H160 -1.02961 -8.17126 -7.09416
H161 -0.67314 -8.18007 -8.86967
H162 -2.34825 -8.27442 -8.31442
H163 -5.78940 -3.15340 -7.96571
H164 -4.85925 -1.82398 -7.39405
H165 -6.30009 -1.76038 -5.23365
H166 -7.03732 -3.27997 -5.75589
H167 -7.32217 -0.48928 -7.09919
H168 -8.41534 -1.21540 -6.10734
H169 -7.96098 -2.50424 -8.70865
H170 -9.14241 -1.24448 -8.21866
H171 -9.15060 -2.80957 -7.40379
H172 -6.17978 -5.22752 -5.18234
H173 -5.03857 -6.39334 -5.73016
H174 -5.67734 -5.94504 -8.02151
H175 -7.06323 -4.99312 -7.46651
H176 -8.11074 -7.27122 -7.38628
H177 -7.32664 -7.36537 -5.93235
H178 -5.17147 -8.19867 -7.12303
H179 -6.36826 -8.27956 -8.49366
H180 -6.63559 -9.33940 -7.20446
C81 -12.94336 3.59003 4.05651
C82 -12.81111 3.11116 2.58266
C83 -11.51398 2.33218 2.21896
C84 -11.44203 1.71765 0.85593
P6 -9.62999 1.56745 0.29394
C85 -8.65470 0.72728 1.61272
C86 -9.02533 -0.83006 1.86001
C87 -8.38057 -1.52808 3.12829
C88 -8.64372 -3.04950 3.11121
C89 -8.73149 3.10744 0.00459
C90 -8.25279 3.93277 1.25684
C91 -7.38937 5.11542 0.81842
C92 -6.09233 4.72308 0.07033
C93 -9.58569 0.55616 -1.18749
C94 -8.34423 0.65147 -2.04130
C95 -8.73172 1.06848 -3.48748
C96 -7.43547 1.14771 -4.21768
H181 -13.13467 2.82822 4.81227
H182 -13.79367 4.27199 4.05917
H183 -12.08055 4.20244 4.31846
H184 -12.87454 3.88331 1.81594
H185 -13.59299 2.39701 2.32428
H186 -11.18709 1.56735 2.92343
H187 -10.82216 3.16739 2.32813
H188 -11.88049 2.43368 0.16084
H189 -12.00371 0.78517 0.80034
H190 -8.90240 1.30738 2.50167
H191 -7.57830 0.88506 1.54527
H192 -8.77617 -1.44183 0.99297
H193 -10.10632 -0.90723 1.74341
H194 -8.79801 -1.00730 3.99005
H195 -7.30576 -1.39812 3.25479
H196 -8.32763 -3.51280 4.04584
H197 -7.99580 -3.53687 2.38267
H198 -9.69547 -3.33176 3.06385
H199 -9.26844 3.68920 -0.74463
H200 -7.84406 2.62179 -0.40126
H201 -7.77663 3.22205 1.93230
H202 -9.08248 4.29797 1.86211
H203 -7.18603 5.87256 1.57571
H204 -8.07985 5.68263 0.19423
H205 -5.86624 5.30597 -0.82255
H206 -6.02616 3.66444 -0.18068
H207 -5.20313 4.87387 0.68244
H208 -10.55431 0.87130 -1.57551
H209 -9.58548 -0.41325 -0.68915
H210 -8.04709 -0.39379 -1.95619
H211 -7.51838 1.26129 -1.67496
H212 -9.31426 1.98565 -3.57445
H213 -9.44387 0.36087 -3.91200
H214 -7.54799 1.24286 -5.29768
H215 -6.59355 0.48653 -4.01248
H216 -7.21530 2.20460 -4.06729
N1 -4.96555 -0.50343 0.11982
O1 -5.37177 0.67699 0.11226
O2 -5.52702 -1.51752 -0.31462
O3 -3.92505 -0.73849 0.75077
N2 -5.61729 1.54662 3.56326
O4 -6.59935 1.43817 4.21308
O5 -5.30093 2.57807 3.04199
O6 -4.79713 0.66819 3.40928
N3 -2.25446 2.32424 -0.87733
O7 -3.25293 2.86298 -0.35819
O8 -1.65143 2.83632 -1.81361
O9 -2.00510 1.25593 -0.38738
N4 -1.12144 1.44674 2.82342
O10 -1.96642 2.32210 2.66628
O11 -0.10720 1.69391 3.40910
O12 -1.43850 0.33496 2.50712